Density functional theory data (ωB97M-V/def2-TZVPD) for a gas-phase ion, C2H12N4 (charge +2) at a distorted geometry.

```
18
Properties=species:S:1:pos:R:3:forces:R:3
H 1.49326 -0.08732 -1.45655 0.1076 -0.4910 2.6484
C -0.25837 1.54689 -0.54414 2.2486 -0.6955 1.8988
H -0.28905 1.39549 -1.58891 -0.4129 0.0825 -1.1303
H 3.27231 -1.23531 -0.31438 -2.2019 1.3137 1.6296
H 3.11762 0.12510 0.72330 -0.7792 -0.3437 -0.3448
N 2.55293 -0.68040 0.35571 0.3192 -1.3273 -0.7094
H 2.34786 -1.33820 1.19938 0.1965 1.2298 -1.8062
N -2.40912 -0.48981 0.33883 -4.6429 0.4908 -2.9132
H 0.08550 0.30048 1.26292 0.4503 0.0685 -0.8570
H 0.54989 2.21843 -0.26302 -0.0929 0.4219 -0.2837
H -1.12366 1.89732 -0.06818 -1.4909 0.9034 0.0397
H -2.80112 0.47212 0.11406 1.2140 -0.4327 1.2821
H -0.87159 -1.62056 -0.03578 0.1402 -1.1637 -0.0235
N 1.31767 -0.31700 -0.41192 0.6535 -0.5942 -1.3763
H -2.80592 -0.86949 1.26808 1.3993 0.6599 -1.1551
C 0.07582 0.23287 0.14574 -0.8546 -0.0085 0.4139
N -1.13467 -0.68840 -0.25911 1.9623 0.0548 0.4041
H -3.11935 -0.86219 -0.46604 1.7838 -0.1687 2.2829
```
Forces are in eV/Å.

Results
SMILES   CC(N[NH3+])N[NH3+]
ΔE to the lowest compared entry with this formula, charge and spin   0.000 eV
Total charge   +2
Frontier orbital gap   0.425 Ha
Multiplicity   1
Molar mass   92.15 g/mol

Mulliken population analysis, charges in e, atoms 1 to 8: 0.313, -1.516, 0.431, 0.445, 0.390, -0.428, 0.413, -0.400

Density functional theory data (ωB97M-V/def2-TZVPD) for a molecular structure, C2H3O3Sr at a distorted geometry.

```
9
Properties=species:S:1:pos:R:3:forces:R:3
C 0.39139 1.06154 0.94941 1.7045 1.3120 -1.5099
H -0.84461 0.20872 0.13684 0.2791 -0.3053 0.2428
O 1.51877 0.48070 0.63175 -1.0428 -0.8189 -0.2098
H 0.29636 1.35387 2.01017 -0.9590 -1.2744 -0.0904
O -2.36918 -1.31084 -1.09638 1.2345 1.6020 0.8249
C -1.23102 -1.03749 -0.92375 -1.0101 -1.4031 -0.0890
Sr 2.19098 -1.19727 -0.80416 -0.6867 0.4756 0.4107
O -0.13211 -1.51537 -1.23941 0.9702 0.9898 0.4942
H 0.17942 1.95613 0.33553 -0.4897 -0.5778 -0.0734
```
Forces are in eV/Å.

Results
ΔE to the lowest compared entry with this formula, charge and spin   2.328 eV
Total charge   +1
Frontier orbital gap   0.287 Ha
Multiplicity   1
Molar mass   162.66 g/mol

Mulliken population analysis, charges in e, atoms 1 to 8: -0.174, -0.183, -0.779, 0.259, -0.334, 0.564, 2.003, -0.622

Density functional theory data (ωB97M-V/def2-TZVPD) for a molecular structure, C20H40Br8O6S3 at a distorted geometry.

```
77
Properties=species:S:1:pos:R:3:forces:R:3
H 14.76896 -3.71422 23.15084 -0.5845 -0.1287 -0.1914
Br 16.63164 -4.22343 21.67239 -0.4451 -0.2879 0.4681
H 18.87114 -7.17850 24.91157 -0.9456 0.3955 0.3860
H 9.31202 -10.39254 19.71464 -0.1839 0.2327 -0.1771
C 12.45825 -5.83288 18.59680 -0.6854 0.6758 -0.1424
H 11.23467 -9.41090 23.42251 0.0803 0.1744 -0.0827
S 11.55739 -1.74489 24.07677 -0.6661 0.1618 -0.5839
H 8.26871 -2.51009 23.71889 -0.2435 0.3693 0.5285
H 8.80892 -3.31710 25.27541 -0.7241 0.0451 -0.2576
H 13.17505 -5.00418 27.75322 0.1677 -0.0305 0.4365
C 15.68760 -3.98456 29.27992 -0.9867 -1.5601 -0.0714
H 15.41685 -5.15737 23.79166 0.6930 0.0389 -0.7951
H 17.38609 -5.12142 28.27464 -0.1879 -0.3119 0.0341
H 8.57600 -7.68156 20.26963 -0.3477 -0.3967 0.1223
H 16.24678 -3.30803 29.91645 -0.0653 0.1120 0.0037
H 11.65472 -3.44534 22.24118 0.1922 0.3873 0.4522
O 12.39463 -2.50565 24.97632 0.1393 0.1281 -0.1274
H 13.43806 -3.72107 26.65324 0.4174 0.4542 0.0513
H 13.36098 -6.02281 22.90756 0.1659 0.0349 0.2040
S 15.32565 -5.17853 26.92055 0.9851 -0.5303 0.9801
H 13.87040 1.11855 20.79338 0.2849 0.1024 0.2521
Br 12.14338 2.84816 21.10300 -0.0169 -0.6426 0.2136
O 15.14420 -6.57880 27.29367 -0.1334 0.7899 -0.8255
C 9.23951 -9.82958 20.64172 -0.4487 -0.7310 0.9414
C 18.39624 -8.15595 24.83352 1.4906 -0.2006 0.0830
C 9.96233 -3.73133 23.53101 0.7134 0.6249 0.9820
C 9.93864 -1.56407 24.85231 -0.2900 -0.2227 -0.6696
Br 10.24109 -4.41226 19.65912 -0.6201 0.0449 -0.0590
Br 11.46418 -6.97914 17.32406 0.6847 0.2832 0.1951
H 10.19010 -8.09164 19.74592 -0.1743 -0.1623 -0.2293
H 10.03832 -11.35793 22.08506 -0.1024 -0.0908 -0.1486
H 9.49041 -0.63350 24.51405 0.2033 0.1737 0.1189
H 11.43678 -0.11989 22.18539 -0.1299 0.5602 -2.3732
C 13.11142 1.17716 21.56446 -0.2721 -0.1799 -0.1628
H 11.62400 -4.04174 17.59223 -0.0750 -0.1113 -0.0360
Br 18.95213 -9.07727 26.52297 -0.1149 0.3003 -0.8491
O 11.59803 -7.27062 21.61142 -0.8370 0.4721 0.3691
Br 13.48781 -1.60603 21.79473 1.1783 0.2209 -2.0197
H 10.61549 -4.30129 24.20008 -0.4549 -0.5065 -0.1214
H 14.56492 -2.36035 28.36164 0.2717 -0.1364 -0.3088
H 11.27158 -10.42864 21.17059 -0.0629 -0.4283 -0.1499
H 12.48071 -3.73561 19.12454 0.2551 -0.0223 -0.2070
Br 14.85643 -7.13002 21.25525 -0.1619 0.2304 0.3365
H 9.33008 -4.36895 22.92445 0.3119 -0.1929 -0.1496
C 13.90152 -4.23094 27.49716 0.0723 -0.7290 -0.4187
O 9.35617 -6.93930 22.82544 0.6799 0.3282 -0.4607
H 13.51378 1.32590 22.55901 0.1116 0.0547 -0.0346
C 11.84442 -4.43058 18.57934 0.3982 -0.4578 0.7636
H 8.24366 -9.96351 21.07401 0.0038 -0.3870 -0.1198
H 13.49450 -5.03808 21.46514 -0.0073 -0.1862 -0.1994
H 11.95195 -0.17779 20.43781 0.0430 -0.1887 -0.3016
H 12.30887 -6.34474 19.54186 0.1218 0.1828 0.1330
S 10.26378 -7.71173 21.99561 -0.0355 -1.2367 -0.7037
C 14.06797 -5.59820 22.20216 0.1831 0.6797 -0.7315
C 10.40045 -9.32254 22.73234 -1.1733 -0.4216 0.6962
H 15.34211 -4.84714 29.85849 0.4381 0.0160 0.3154
H 10.10631 -1.55484 25.92565 -0.0132 0.0717 -0.0018
C 15.11250 -4.70100 22.84882 0.1205 -0.4170 0.2517
H 16.81232 -3.57460 27.57327 0.5023 -0.2054 -0.1285
O 15.73964 -4.77924 25.58372 -0.3599 -0.5086 0.9882
H 13.52449 -5.70900 18.41267 -0.0573 -0.6240 -0.5688
H 13.51706 -3.26444 29.32066 0.4567 -0.3566 0.6855
H 10.37378 -2.28989 22.00601 0.2450 0.5246 0.1670
H 18.96145 -8.56201 23.99252 -0.0910 -0.5813 0.3033
O 12.01570 -0.49585 23.46699 -0.9924 -1.4002 8.0665
C 9.09664 -2.78298 24.37068 0.6376 -0.3128 0.5821
C 16.93001 -8.31135 24.61650 -0.5124 -0.1307 0.3046
H 16.48795 -7.56780 23.95576 0.2314 -0.1260 -0.2837
C 16.52226 -4.49520 28.09124 -0.8998 1.8247 -0.3466
C 14.39611 -3.39236 28.68646 -0.5401 1.1551 -0.7754
C 9.41463 -8.34054 20.47517 1.7970 1.2416 0.0588
C 10.92526 -2.83655 22.77648 -0.5800 -1.0247 -0.6273
C 10.29190 -10.39696 21.65296 0.4575 1.8018 -0.5574
H 9.44618 -9.30734 23.27226 0.2664 -0.3163 0.4231
H 16.37188 -8.29143 25.54862 0.0272 0.0321 -0.0007
C 12.25342 -0.07893 21.47564 0.3604 1.1561 -3.9475
Br 16.61337 -10.10111 23.85710 -0.1662 0.4017 0.0484
```
Forces are in eV/Å.

Results
ΔE to the lowest compared entry with this formula, charge and spin   1.802 eV
Total charge   0
Frontier orbital gap   0.353 Ha
Multiplicity   1
Molar mass   1111.97 g/mol

Mulliken population analysis, charges in e, atoms 1 to 8: 0.110, -0.131, 0.379, 0.357, -0.092, 0.466, 0.894, 0.368